No. 1
{
  "formula": "C15H13IrN3O2S3",
  "method": "ωB97M-V with the def2-TZVPD basis set",
  "species": ["Ir", "S", "C", "C", "C", "C", "C", "C", "S", "H", "H", "H", "H", "C", "C", "C", "C", "N", "C", "S", "N", "H", "H", "H", "H", "H", "O", "C", "C", "C", "C", "O", "N", "H", "H", "H", "H"],
  "positions_angstrom": [[-0.37, -1.56, 0.43], [-2.62, -1.20, 0.62], [-3.18, -2.30, 1.79], [-4.56, -2.44, 2.05], [-4.99, -3.32, 3.01], [-4.06, -4.08, 3.74], [-2.71, -3.95, 3.50], [-2.25, -3.05, 2.53], [-0.56, -2.85, 2.25], [-5.26, -1.84, 1.48], [-6.05, -3.43, 3.21], [-4.40, -4.77, 4.49], [-1.99, -4.53, 4.06], [-2.47, -4.43, -0.67], [-1.02, -4.41, -1.03], [-0.41, -5.46, -1.71], [0.93, -5.36, -2.02], [1.67, -4.30, -1.69], [1.05, -3.34, -1.04], [1.77, -1.85, -0.49], [-0.27, -3.35, -0.71], [-2.98, -5.20, -1.25], [-2.93, -3.47, -0.87], [-2.59, -4.66, 0.39], [-0.99, -6.33, -1.99], [1.44, -6.15, -2.55], [-1.74, 0.13, 2.97], [-0.73, 0.62, 2.54], [-0.11, 1.90, 3.08], [1.13, 2.11, 2.23], [1.10, 0.98, 1.23], [1.90, 0.83, 0.33], [0.02, 0.15, 1.48], [0.09, 1.77, 4.15], [-0.85, 2.70, 2.99], [2.06, 2.04, 2.80], [1.15, 3.06, 1.70]],
  "relative_energy_kj_mol": 0.00,
  "homo_energy_ev": [-7.870, -8.066],
  "lumo_energy_ev": [-1.10, -2.33],
  "multiplicity": 2,
  "homo_lumo_gap_ev": [6.8, 5.7]
}

---

No. 2
{
  "formula": "C15H13IrN3O2S3",
  "method": "ωB97M-V with the def2-TZVPD basis set",
  "species": ["Ir", "S", "C", "C", "C", "C", "C", "C", "S", "H", "H", "H", "H", "C", "C", "C", "C", "N", "C", "S", "N", "H", "H", "H", "H", "H", "O", "C", "C", "C", "C", "O", "N", "H", "H", "H", "H"],
  "positions_angstrom": [[0.21, -0.62, -0.98], [0.97, 1.56, -0.67], [0.92, 1.62, 1.07], [1.58, 2.68, 1.70], [1.55, 2.82, 3.07], [0.84, 1.91, 3.85], [0.18, 0.87, 3.26], [0.20, 0.69, 1.87], [-0.67, -0.65, 1.22], [2.13, 3.38, 1.08], [2.07, 3.65, 3.54], [0.82, 2.03, 4.93], [-0.37, 0.15, 3.85], [-2.78, 2.43, 0.00], [-3.17, 1.37, -0.98], [-4.46, 1.25, -1.49], [-4.70, 0.20, -2.36], [-3.75, -0.66, -2.73], [-2.56, -0.47, -2.19], [-1.23, -1.54, -2.57], [-2.23, 0.51, -1.35], [-3.44, 3.29, -0.04], [-1.75, 2.74, -0.19], [-2.82, 2.02, 1.01], [-5.25, 1.93, -1.21], [-5.68, 0.05, -2.80], [2.46, -1.25, 0.83], [2.63, -2.01, -0.11], [3.72, -3.07, -0.24], [3.37, -3.77, -1.55], [2.16, -3.01, -2.10], [1.59, -3.24, -3.14], [1.82, -2.01, -1.21], [3.70, -3.72, 0.63], [4.69, -2.57, -0.26], [3.09, -4.82, -1.42], [4.17, -3.74, -2.29]],
  "relative_energy_kj_mol": 0.00,
  "homo_energy_ev": [-7.475, -8.521],
  "lumo_energy_ev": [0.47, -2.96],
  "multiplicity": 6,
  "homo_lumo_gap_ev": [7.9, 5.6]
}

---

No. 3
{
  "formula": "C15H13N3O2ReS2",
  "method": "ωB97M-V with the def2-TZVPD basis set",
  "species": ["Re", "O", "C", "O", "C", "C", "C", "C", "C", "C", "S", "H", "H", "H", "H", "N", "C", "N", "S", "H", "H", "H", "H", "N", "C", "C", "C", "C", "C", "C", "C", "H", "H", "H", "H", "H"],
  "positions_angstrom": [[1.06, -0.46, 0.01], [2.39, 0.00, 3.70], [2.18, 0.44, 2.62], [2.11, -0.44, 1.55], [2.05, 1.89, 2.28], [2.26, 2.74, 3.37], [2.22, 4.12, 3.22], [1.99, 4.67, 1.97], [1.79, 3.85, 0.88], [1.80, 2.46, 1.02], [1.68, 1.58, -0.49], [2.47, 2.30, 4.33], [2.38, 4.75, 4.08], [1.97, 5.75, 1.84], [1.64, 4.27, -0.11], [3.37, -3.38, -2.57], [3.01, -2.56, -1.61], [3.54, -2.65, -0.40], [1.84, -1.32, -2.02], [4.09, -4.07, -2.45], [2.93, -3.32, -3.48], [4.22, -3.36, -0.18], [3.36, -1.95, 0.31], [-0.84, -0.75, -0.60], [-1.96, -0.89, -0.86], [-3.32, -1.05, -1.15], [-4.27, -0.27, -0.48], [-5.60, -0.44, -0.77], [-5.98, -1.38, -1.73], [-5.04, -2.15, -2.40], [-3.70, -2.00, -2.12], [-3.95, 0.45, 0.26], [-6.35, 0.15, -0.26], [-7.03, -1.50, -1.96], [-5.36, -2.87, -3.14], [-2.95, -2.60, -2.63]],
  "relative_energy_kj_mol": 24.33,
  "homo_energy_ev": [-14.896, -14.862],
  "lumo_energy_ev": [-8.71, -8.27],
  "multiplicity": 2,
  "homo_lumo_gap_ev": [6.2, 6.6],
  "total_charge": 2
}

---

No. 4
{
  "formula": "C15H14ClN3O2",
  "method": "ωB97M-V with the def2-TZVPD basis set",
  "species": ["O", "C", "N", "C", "C", "C", "N", "C", "C", "H", "H", "H", "H", "H", "C", "H", "H", "C", "N", "C", "O", "C", "C", "C", "C", "C", "C", "H", "H", "H", "H", "Cl", "H", "H", "H"],
  "positions_angstrom": [[2.92, 1.28, -1.96], [2.43, 1.06, -0.88], [1.94, -0.15, -0.48], [1.92, -1.35, -1.19], [2.42, -1.50, -2.48], [2.33, -2.75, -3.07], [1.80, -3.81, -2.49], [1.32, -3.66, -1.27], [1.35, -2.47, -0.57], [0.95, -2.40, 0.43], [0.89, -4.55, -0.82], [2.71, -2.90, -4.07], [2.87, -0.67, -2.99], [1.55, -0.21, 0.46], [2.23, 2.16, 0.16], [3.03, 2.89, 0.03], [2.27, 1.76, 1.18], [0.88, 2.85, -0.08], [-0.23, 1.97, 0.20], [-1.08, 2.18, 1.23], [-1.04, 3.15, 1.96], [-2.11, 1.09, 1.38], [-1.74, -0.17, 1.84], [-2.68, -1.17, 2.01], [-4.01, -0.91, 1.71], [-4.39, 0.34, 1.26], [-3.44, 1.34, 1.11], [-3.73, 2.32, 0.77], [-5.43, 0.55, 1.04], [-4.74, -1.69, 1.83], [-2.38, -2.14, 2.37], [-0.09, -0.48, 2.27], [-0.34, 1.16, -0.38], [0.78, 3.70, 0.59], [0.83, 3.20, -1.11]],
  "relative_energy_kj_mol": 0.00,
  "homo_energy_ev": -9.391,
  "smiles": "O=C(CCNC(=O)c1ccccc1Cl)Nc1ccncc1",
  "lumo_energy_ev": 0.51,
  "homo_lumo_gap_ev": 9.9
}

---

Result set for energy: -59678.54493 -59674.91364 -48116.61661 -36871.25196 eV, one per record in the order listed.